Run one
{"formula": "C2H2O2", "method": "wB97M-V/def2-TZVPD", "species": ["C", "C", "O", "O", "H", "H"], "xyz": [[1.429, 0.059, 0.020], [-1.232, -0.236, -0.144], [2.582, 0.070, -0.031], [0.207, -0.051, -0.006], [-1.553, 0.746, -0.649], [-1.434, -0.588, 0.810]], "gap_ev": 7.266}

=====

Run two
{"formula": "C2H2O2", "method": "wB97M-V/def2-TZVPD", "species": ["O", "C", "C", "O", "H", "H"], "xyz": [[1.514, -0.742, -0.646], [0.864, -0.128, 0.132], [-0.960, 0.424, -0.274], [-0.513, -0.543, 0.461], [1.134, 0.711, 0.775], [-2.039, 0.279, -0.449]], "gap_ev": 9.563}

=====

Run three
{"formula": "C2H2O2", "method": "wB97M-V/def2-TZVPD", "species": ["O", "C", "C", "O", "H", "H"], "xyz": [[1.996, -0.225, -0.158], [0.826, 0.008, 0.184], [-0.889, -0.161, -0.314], [-1.673, -0.870, 0.194], [0.684, 0.575, 1.044], [-0.944, 0.674, -0.949]], "smiles": "O=CC=O", "gap_ev": 9.484}

=====

Run four
{"formula": "C2H2O2", "method": "wB97M-V/def2-TZVPD", "species": ["C", "C", "O", "O", "H", "H"], "xyz": [[1.241, -1.047, 0.590], [0.569, -0.087, -0.079], [-0.285, 0.407, -0.828], [-1.446, 1.015, -0.113], [2.065, -1.047, 1.196], [-2.144, 0.758, -0.766]], "smiles": "C#COO", "gap_ev": 9.390}

=====

Verdict on stability: run three comes out on top.

=====

Run one
{"formula": "C17H18N2O5S", "method": "wB97M-V/def2-TZVPD", "species": ["C", "C", "O", "C", "O", "C", "C", "C", "C", "N", "C", "O", "C", "C", "C", "C", "N", "S", "C", "O", "O", "C", "C", "C", "C", "H", "H", "H", "H", "H", "H", "H", "H", "H", "H", "H", "H", "H", "H", "H", "H", "H", "H"], "xyz": [[-4.480, 4.106, 5.779], [-3.332, 4.774, 5.036], [-2.823, 3.939, 3.999], [-1.934, 3.001, 4.358], [-1.540, 2.854, 5.491], [-1.484, 2.181, 3.212], [-1.970, 2.373, 1.921], [-1.524, 1.588, 0.877], [-0.578, 0.590, 1.110], [-0.078, -0.230, 0.103], [-0.429, -0.286, -1.220], [-1.301, 0.388, -1.728], [0.353, -1.284, -2.002], [1.684, -1.597, -1.738], [2.365, -2.509, -2.520], [1.720, -3.138, -3.584], [2.392, -4.063, -4.362], [4.051, -4.209, -4.514], [4.541, -2.621, -5.226], [4.651, -4.345, -3.226], [4.236, -5.240, -5.485], [0.389, -2.822, -3.858], [-0.279, -1.901, -3.081], [-0.091, 0.396, 2.406], [-0.540, 1.181, 3.443], [-4.123, 3.213, 6.285], [-5.267, 3.827, 5.082], [-4.885, 4.792, 6.518], [-2.520, 5.010, 5.733], [-3.665, 5.683, 4.531], [-2.701, 3.145, 1.739], [-1.902, 1.737, -0.120], [0.607, -0.905, 0.415], [2.219, -1.105, -0.937], [3.389, -2.763, -2.301], [1.883, -4.485, -5.121], [4.148, -1.829, -4.602], [5.623, -2.592, -5.241], [4.144, -2.569, -6.231], [-0.114, -3.305, -4.683], [-1.304, -1.641, -3.294], [0.642, -0.378, 2.590], [-0.171, 1.040, 4.447]], "smiles": "CCOC(=O)c1ccc(NC(=O)c2ccc(NS(C)(=O)=O)cc2)cc1", "gap_ev": 8.915}

=====

Run two
{"formula": "C17H18N2O5S", "method": "wB97M-V/def2-TZVPD", "species": ["C", "O", "C", "C", "C", "C", "C", "C", "C", "C", "N", "O", "C", "C", "S", "O", "O", "N", "C", "C", "C", "C", "C", "C", "O", "H", "H", "H", "H", "H", "H", "H", "H", "H", "H", "H", "H", "H", "H", "H", "H", "H", "H"], "xyz": [[3.972, 3.124, 0.101], [2.792, 2.621, 0.691], [1.792, 2.208, -0.102], [1.822, 2.155, -1.498], [0.739, 1.667, -2.203], [-0.412, 1.221, -1.550], [-1.530, 0.688, -2.299], [-2.741, 0.173, -1.907], [-3.376, -0.184, -3.122], [-4.717, -0.791, -3.302], [-2.598, 0.100, -4.136], [-1.458, 0.637, -3.645], [-0.452, 1.294, -0.157], [0.628, 1.777, 0.541], [0.535, 1.817, 2.325], [-0.769, 1.330, 2.696], [0.930, 3.081, 2.860], [1.737, 0.720, 2.731], [1.583, -0.622, 2.223], [0.437, -1.432, 2.861], [0.108, -2.621, 2.028], [-0.535, -2.726, 0.829], [-0.516, -4.101, 0.486], [0.140, -4.727, 1.498], [0.524, -3.840, 2.433], [4.604, 3.426, 0.934], [4.485, 2.356, -0.486], [3.766, 3.993, -0.531], [2.693, 2.486, -2.040], [0.777, 1.621, -3.280], [-3.128, 0.063, -0.916], [-4.768, -1.745, -2.781], [-5.481, -0.136, -2.888], [-4.908, -0.946, -4.360], [-1.314, 0.982, 0.409], [1.943, 0.772, 3.718], [1.390, -0.521, 1.151], [2.534, -1.147, 2.349], [-0.435, -0.780, 2.936], [0.723, -1.761, 3.862], [-0.970, -1.926, 0.265], [-0.933, -4.552, -0.391], [0.386, -5.756, 1.667]], "smiles": "COc1ccc(-c2cc(C)no2)cc1S(=O)(=O)NCCc1ccco1", "gap_ev": 8.723}

=====

Verdict on stability: run one comes out on top.

=====

Run one
{"formula": "C5H14N2O2", "method": "wB97M-V/def2-TZVPD", "species": ["C", "C", "C", "C", "C", "N", "N", "O", "O", "H", "H", "H", "H", "H", "H", "H", "H", "H", "H", "H", "H", "H", "H"], "xyz": [[-0.615, -0.414, -0.504], [1.556, -0.066, 0.535], [-0.502, 0.072, 0.820], [-0.658, 0.495, -1.690], [-0.613, 1.525, 1.190], [-0.580, -1.739, -0.755], [2.033, -1.359, 0.248], [2.116, 0.926, -0.304], [-2.607, -0.062, 0.586], [1.837, 1.792, 0.016], [-2.881, -0.984, 0.662], [1.735, 0.170, 1.586], [-0.522, -0.653, 1.621], [-0.662, -2.081, -1.696], [-0.572, -2.397, 0.007], [1.930, -1.590, -0.733], [3.003, -1.492, 0.520], [0.257, 1.081, -1.769], [-1.507, 1.168, -1.577], [-0.783, -0.063, -2.618], [-1.631, 1.704, 1.529], [-0.426, 2.186, 0.344], [0.094, 1.781, 1.983]], "gap_ev": [7.417, 7.418]}

=====

Run two
{"formula": "C5H14N2O2", "method": "wB97M-V/def2-TZVPD", "species": ["N", "C", "C", "C", "C", "N", "C", "O", "H", "H", "H", "H", "H", "H", "H", "H", "H", "H", "H", "H", "O", "H", "H"], "xyz": [[-3.658, -1.285, -0.512], [-2.344, -0.855, -0.587], [-1.459, -0.813, 0.402], [-0.117, -0.140, 0.474], [0.601, -0.107, -0.887], [0.260, 1.142, -1.579], [2.136, -0.111, -0.694], [2.510, 0.661, 0.435], [-3.954, -1.815, -1.316], [-3.948, -1.674, 0.372], [-2.072, -0.399, -1.534], [-1.798, -1.286, 1.326], [0.491, -0.622, 1.241], [-0.210, 0.862, 0.911], [0.244, -0.973, -1.439], [0.118, 1.038, -2.572], [-0.546, 1.574, -1.154], [2.507, 0.363, -1.605], [2.572, -1.084, -0.482], [2.138, 1.546, 0.433], [2.140, 1.412, 3.266], [2.013, 2.028, 2.552], [2.375, 0.539, 2.951]], "smiles": "N/C=C/C[C@@H](N)CO.O", "gap_ev": 9.054}

=====

Run three
{"formula": "C5H14N2O2", "method": "wB97M-V/def2-TZVPD", "species": ["C", "C", "C", "N", "O", "N", "C", "C", "H", "H", "H", "H", "H", "H", "H", "H", "H", "H", "H", "H", "O", "H", "H"], "xyz": [[-0.961, -1.408, 0.752], [-0.779, -0.213, -0.176], [-0.988, 1.066, 0.669], [-0.415, 2.210, 0.223], [-1.723, 1.097, 1.639], [0.486, -0.163, -0.903], [0.387, 0.333, -2.260], [1.380, -1.301, -0.846], [-2.011, -1.545, 0.982], [-0.353, -1.268, 1.641], [-0.546, -2.305, 0.304], [-1.631, -0.070, -0.862], [0.184, 2.272, -0.578], [-0.625, 3.055, 0.724], [-0.322, 1.156, -2.343], [0.094, -0.435, -2.986], [1.351, 0.738, -2.556], [1.671, -1.553, 0.173], [2.275, -1.035, -1.394], [0.978, -2.212, -1.298], [0.761, 0.748, 3.195], [-0.151, 0.634, 3.470], [0.939, 0.198, 2.432]], "smiles": "C[C@@H](C(N)=O)N(C)C.O", "gap_ev": 9.337}

=====

Run four
{"formula": "C5H14N2O2", "method": "wB97M-V/def2-TZVPD", "species": ["C", "C", "O", "N", "N", "H", "H", "H", "H", "H", "H", "C", "C", "C", "O", "H", "H", "H", "H", "H", "H", "H", "H"], "xyz": [[-2.194, -0.819, -0.156], [-1.612, 0.481, 0.351], [-1.224, 0.641, 1.521], [-1.418, 1.431, -0.583], [-0.909, 2.708, -0.267], [-3.282, -0.744, -0.116], [-1.879, -1.036, -1.174], [-1.901, -1.632, 0.503], [-1.726, 1.317, -1.536], [0.112, 2.647, -0.256], [-1.201, 2.919, 0.686], [1.757, -1.480, 1.022], [1.133, -0.367, 0.182], [1.320, -0.583, -1.310], [1.692, 0.909, 0.504], [1.320, -2.439, 0.748], [1.550, -1.310, 2.078], [2.835, -1.532, 0.871], [0.028, -0.321, 0.572], [0.856, -1.516, -1.623], [2.380, -0.634, -1.559], [0.919, 0.255, -1.875], [1.444, 1.106, 1.417]], "smiles": "CC(=O)NN.CC(C)O", "gap_ev": 10.386}

=====

Verdict on stability: run three comes out on top.

=====

Run one
{"formula": "C4H6FNO2", "method": "wB97M-V/def2-TZVPD", "species": ["O", "C", "C", "C", "C", "O", "N", "F", "H", "H", "H", "H", "H", "H"], "xyz": [[-0.065, 3.740, 0.594], [-0.221, 2.708, -0.086], [0.297, 1.390, 0.350], [-0.240, 0.298, -0.179], [0.253, -1.138, -0.242], [1.293, -1.474, 0.635], [-0.883, -2.052, -0.088], [-0.759, -3.120, -1.040], [-0.828, 2.723, -1.089], [1.188, 1.450, 0.876], [-1.015, 0.563, -0.875], [0.724, -1.279, -1.195], [1.251, -1.131, 1.536], [-0.995, -2.677, 0.804]], "smiles": "O=C/C=C/[C@@H](O)NF", "gap_ev": 9.928}

=====

Run two
{"formula": "C4H6FNO2", "method": "wB97M-V/def2-TZVPD", "species": ["C", "C", "C", "F", "N", "O", "C", "O", "H", "H", "H", "H", "H", "H"], "xyz": [[1.179, 1.324, 0.173], [0.601, 0.037, -0.130], [1.470, -0.945, 0.015], [1.134, -2.208, -0.139], [-0.851, -0.146, -0.336], [-1.420, 1.100, -0.361], [-1.801, -1.152, -0.074], [-2.988, -0.896, 0.256], [1.518, 1.950, -0.906], [2.183, 1.389, 0.851], [0.250, 1.803, 0.776], [2.597, -0.792, 0.055], [-2.423, 0.807, 0.091], [-1.450, -2.271, -0.270]], "smiles": "C/C(=C/F)N(O)C=O", "gap_ev": 9.503}

=====

Verdict on stability: run one comes out on top.

=====

Run one
{"formula": "CH2IP", "method": "wB97M-V/def2-TZVPD", "species": ["C", "P", "I", "H", "H"], "xyz": [[0.546, 0.319, -0.442], [-0.209, -1.150, -0.115], [-1.649, -0.572, 1.952], [1.082, 0.270, -1.473], [0.230, 1.133, 0.078]], "smiles": "C=PI", "gap_ev": 8.966}

=====

Run two
{"formula": "CH2IP", "method": "wB97M-V/def2-TZVPD", "species": ["C", "P", "H", "I", "H"], "xyz": [[-1.649, -0.660, 1.096], [-0.573, -0.050, 0.181], [-2.474, -1.182, 1.448], [2.908, 0.743, -1.945], [1.788, 1.150, -0.781]], "smiles": "C#P.I", "gap_ev": 10.150}

=====

Verdict on stability: run one comes out on top.

=====

Run one
{"formula": "C6H8N4O", "method": "wB97M-V/def2-TZVPD", "species": ["H", "N", "C", "C", "C", "C", "H", "H", "H", "H", "N", "C", "C", "N", "N", "O", "H", "H", "H"], "xyz": [[1.098, -2.431, 0.671], [1.667, -1.719, 1.155], [1.894, -0.676, 0.512], [1.307, -0.170, -0.794], [2.870, 0.213, 0.967], [3.818, 0.710, 1.460], [0.751, -0.984, -1.361], [2.269, 0.026, -1.460], [0.735, 0.630, -0.523], [4.687, 1.272, 1.838], [-4.773, 0.702, -0.260], [-3.460, 0.183, -0.098], [-2.752, -0.810, -0.749], [-1.525, -0.827, -0.292], [-1.340, 0.005, 0.608], [-2.616, 0.760, 0.755], [-5.523, 0.135, -0.617], [-4.931, 1.305, 0.576], [-2.942, -1.383, -1.645]], "smiles": "[H]/N=C(\\C)C#C.Nc1cnno1", "gap_ev": 9.878}

=====

Run two
{"formula": "C6H8N4O", "method": "wB97M-V/def2-TZVPD", "species": ["N", "O", "N", "N", "N", "C", "C", "C", "C", "C", "C", "H", "H", "H", "H", "H", "H", "H", "H"], "xyz": [[4.429, 0.740, 0.510], [3.086, 0.850, -0.058], [2.152, -0.111, -0.033], [2.445, -1.363, -0.219], [1.298, -2.052, -0.124], [0.299, -1.194, 0.077], [0.728, 0.108, 0.065], [-0.002, 1.287, 0.208], [-1.288, 1.121, 0.379], [-1.873, -0.215, 0.768], [-1.175, -1.426, 0.212], [5.025, 0.121, 0.086], [4.197, 0.420, 1.433], [0.308, 2.322, -0.025], [-1.947, 1.955, 0.462], [-1.954, -0.115, 1.826], [-2.859, -0.104, 0.325], [-1.584, -1.682, -0.833], [-1.404, -2.309, 0.718]], "smiles": "NOn1nnc2c1C=CCC2", "gap_ev": 9.284}

=====

Verdict on stability: run one comes out on top.